16
Properties=species:S:1:pos:R:3 method="wB97M-V/def2-TZVPD" lumo_ev="-0.7499 / -0.7505" max_force_ev_per_a=0.438 e_above_lowest_kj_mol=391.4 mol_weight_g_mol=82.15 gap_ha="0.2711 / 0.2714" total_energy_ha=-234.45343 homo_energy_ev="-8.13 / -8.13" multiplicity=1
C -1.316 -0.054 1.508
C 0.090 0.441 1.202
C -0.419 1.279 -1.704
C 0.312 0.088 -2.016
C 0.863 -0.699 -1.048
C 0.921 -0.593 0.440
H -1.286 -0.973 2.104
H -1.868 -0.256 0.585
H -1.881 0.691 2.076
H 0.611 0.669 2.139
H -0.619 1.783 -2.674
H 0.015 1.355 0.614
H 0.499 -0.247 -3.042
H 1.428 -1.564 -1.409
H 0.699 -1.606 0.814
H 1.991 -0.458 0.661



11
Properties=species:S:1:pos:R:3 method="wB97M-V/def2-TZVPD" lumo_ev=0.9950 max_force_ev_per_a=2.410 e_above_lowest_kj_mol=0.1 smiles=COP1#[PH]C1 mol_weight_g_mol=108.02 gap_ha=0.3620 total_energy_ha=-837.69369 homo_energy_ev=-8.86 multiplicity=1
C 0.159 -0.779 1.769
O 0.535 -0.364 0.484
P -0.009 1.083 -0.039
P 0.984 1.074 -1.975
C -0.848 0.748 -1.577
H -0.057 0.055 2.514
H 0.950 -1.228 2.335
H -0.544 -1.611 1.762
H 1.521 -0.188 -1.767
H -1.230 -0.233 -1.407
H -1.460 1.443 -2.098



20
Properties=species:S:1:pos:R:3 method="wB97M-V/def2-TZVPD" lumo_ev=0.8685 max_force_ev_per_a=0.977 e_above_lowest_kj_mol=317.9 mol_weight_g_mol=116.16 gap_ha=0.3113 total_energy_ha=-382.38146 homo_energy_ev=-7.60 multiplicity=1
C -1.180 0.625 -1.201
C -2.080 0.516 -0.008
C -2.056 -0.508 0.848
N -1.261 -1.627 0.737
H -0.123 0.518 -0.910
H -1.394 -0.168 -1.922
H -1.310 1.582 -1.699
H -2.794 1.308 0.149
H -2.752 -0.528 1.681
H -0.425 -1.532 0.171
H -1.104 -2.136 1.591
C 2.462 -1.130 0.251
N 1.474 -1.445 -0.449
H 2.311 -1.032 1.319
H 3.477 -0.952 -0.106
H 1.655 -1.524 -1.451
C 1.273 2.004 0.248
O 2.335 1.530 -0.018
H 0.819 2.804 -0.350
H 0.674 1.694 1.121



113
Properties=species:S:1:pos:R:3 method="wB97M-V/def2-TZVPD" lumo_ev=1.7804 max_force_ev_per_a=8.825 e_above_lowest_kj_mol=549.7 mol_weight_g_mol=767.75 gap_ha=0.1989 total_energy_ha=-5311.54973 homo_energy_ev=-3.63 charge=-1 multiplicity=1
C 1.604 -1.935 -0.900
C 0.318 -1.999 -1.925
O 0.121 -0.884 -2.683
N -0.608 -3.171 -2.137
C 0.142 -4.500 -1.908
C -1.752 -3.227 -1.156
C -2.466 -1.801 -0.804
C -2.246 -1.430 0.811
C -1.359 -0.063 0.943
P -0.875 0.430 2.727
C 0.039 -1.208 3.079
C 1.284 -1.094 4.149
C 1.649 -2.622 4.628
N 2.241 -3.460 3.479
C 0.708 1.220 2.002
C 1.554 2.149 3.077
C 2.304 3.445 2.407
C 2.937 3.188 0.916
N 4.300 3.849 0.755
C 4.263 4.426 -0.674
C 5.427 2.845 0.889
C 5.397 1.517 1.892
O 6.579 3.006 0.191
P -2.040 2.284 2.607
O -1.452 3.363 1.374
Br -1.772 3.507 4.557
H 2.374 -1.171 -1.399
H 1.348 -1.483 0.150
H 2.205 -2.961 -0.831
H 0.586 -4.531 -0.804
H 0.975 -4.699 -2.707
H -0.652 -5.390 -1.940
H -2.590 -3.912 -1.661
H -1.394 -3.848 -0.207
H -2.214 -0.911 -1.519
H -3.644 -1.973 -0.905
H -3.301 -1.223 1.316
H -1.804 -2.374 1.342
H -1.994 0.804 0.424
H -0.355 -0.127 0.301
H -0.530 0.835 4.098
H -2.099 -0.221 3.189
H 0.381 -1.734 2.086
H -0.747 -1.956 3.578
H 2.221 -0.717 3.512
H 1.121 -0.327 5.016
H 2.439 -2.617 5.508
H 0.644 -3.169 4.919
H 1.542 -4.185 3.164
H 2.398 -2.865 2.631
H 0.545 1.757 0.949
H 1.434 0.307 1.745
H 0.929 2.495 4.005
H 2.423 1.459 3.515
H 3.230 3.691 3.119
H 1.632 4.425 2.436
H 2.217 3.719 0.144
H 2.984 2.057 0.598
H 3.433 5.278 -0.778
H 4.030 3.509 -1.379
H 5.284 4.961 -0.960
H 6.478 1.270 2.321
H 4.630 1.667 2.767
H 5.053 0.618 1.225
H -1.376 2.897 0.490
C 11.541 3.195 3.847
C 10.120 2.969 4.285
O 9.754 3.167 5.442
N 9.224 2.532 3.354
C 9.456 2.245 1.958
H 12.134 3.542 4.697
H 11.973 2.259 3.482
H 11.575 3.960 3.067
H 8.290 2.404 3.724
H 8.798 2.887 1.367
H 9.194 1.200 1.779
H 10.492 2.416 1.664
C -1.667 0.837 -4.129
C -1.861 2.178 -3.476
O -1.205 2.530 -2.498
N -2.801 3.015 -4.002
C -3.665 2.789 -5.135
H -0.886 0.283 -3.599
H -2.593 0.259 -4.080
H -1.353 0.969 -5.168
H -2.873 3.898 -3.509
H -3.469 3.571 -5.873
H -4.700 2.867 -4.794
H -3.506 1.811 -5.592
C -5.610 -5.454 -4.021
C -4.514 -4.429 -3.918
O -3.429 -4.683 -3.395
N -4.749 -3.186 -4.427
C -5.944 -2.698 -5.073
H -5.275 -6.394 -3.572
H -6.495 -5.110 -3.480
H -5.852 -5.639 -5.071
H -3.965 -2.553 -4.321
H -5.674 -2.368 -6.079
H -6.313 -1.843 -4.501
H -6.724 -3.457 -5.136
C -8.787 -1.589 -0.329
C -7.734 -1.596 -1.403
O -7.469 -2.607 -2.051
N -7.064 -0.434 -1.649
C -7.227 0.845 -1.002
H -9.234 -2.584 -0.249
H -8.338 -1.333 0.634
H -9.576 -0.876 -0.583
H -6.371 -0.518 -2.384
H -7.497 1.579 -1.766
H -6.269 1.126 -0.558
H -7.995 0.826 -0.228



46
Properties=species:S:1:pos:R:3 method="wB97M-V/def2-TZVPD" lumo_ev="-4.0414 / -5.8809" max_force_ev_per_a=2.704 e_above_lowest_kj_mol=128.2 mol_weight_g_mol=505.67 gap_ha="0.2558 / 0.1213" total_energy_ha=-1383.73760 homo_energy_ev="-11.00 / -9.18" charge=+1 multiplicity=1
C -3.957 -2.297 -1.371
C -4.215 -2.907 -0.045
C -4.763 -1.125 -1.791
C -3.273 -3.105 -2.410
H -5.757 -1.419 -2.163
H -4.286 -0.573 -2.602
H -4.937 -0.434 -0.965
H -5.090 -3.576 -0.060
H -4.421 -2.154 0.717
H -3.375 -3.514 0.295
H -3.964 -3.800 -2.914
H -2.475 -3.718 -1.990
H -2.844 -2.480 -3.195
C -0.029 1.704 1.810
C -1.139 1.966 0.970
C -2.051 0.886 1.081
H -1.270 2.840 0.354
C -1.512 -0.040 2.001
C -0.263 0.464 2.447
H 0.393 0.000 3.165
H 0.820 2.348 1.965
H -3.000 0.802 0.578
H -1.977 -0.958 2.316
C 1.550 -0.488 -1.902
C 1.457 0.918 -1.791
C 0.126 1.283 -2.108
H 2.261 1.591 -1.546
C -0.604 0.103 -2.404
C 0.280 -0.992 -2.282
H 0.038 -2.027 -2.450
H 2.437 -1.076 -1.743
H -0.266 2.287 -2.122
H -1.639 0.053 -2.696
Pb 0.000 0.000 0.000
S 1.897 -1.367 1.047
C 2.969 -0.158 1.393
N 3.806 0.339 0.432
C 4.699 1.333 0.693
C 4.797 1.870 1.974
C 3.984 1.364 2.984
C 3.074 0.343 2.702
H 3.797 -0.033 -0.535
H 5.340 1.705 -0.095
H 5.507 2.660 2.183
H 4.062 1.761 3.988
H 2.476 -0.045 3.509



10
Properties=species:S:1:pos:R:3 method="wB97M-V/def2-TZVPD" lumo_ev="-1.8559 / -1.2101" max_force_ev_per_a=6.015 e_above_lowest_kj_mol=349.4 mol_weight_g_mol=121.12 gap_ha="0.2284 / 0.2615" total_energy_ha=-752.69808 homo_energy_ev="-8.07 / -8.32" multiplicity=1
C -0.656 0.139 0.580
N 1.029 -0.659 -1.659
N -1.521 -0.183 -0.355
N 0.554 0.336 -0.035
O -0.753 0.280 1.777
O 2.218 -0.707 -1.655
S 1.868 0.879 0.938
H -1.303 -0.379 -1.380
H -2.426 -0.491 -0.249
H 0.990 0.785 2.039



87
Properties=species:S:1:pos:R:3 method="wB97M-V/def2-TZVPD" lumo_ev=-2.5014 max_force_ev_per_a=2.062 e_above_lowest_kj_mol=246.1 mol_weight_g_mol=1221.85 gap_ha=0.2093 total_energy_ha=-6097.69844 homo_energy_ev=-8.20 multiplicity=1
W -0.085 0.438 0.942
O 0.363 -5.702 1.150
C 1.382 -5.282 0.427
O 2.169 -6.041 -0.074
C 1.542 -3.805 0.253
C 2.571 -3.217 -0.488
Cl 3.828 -3.913 -1.339
N 2.428 -1.882 -0.409
N 1.355 -1.561 0.311
C 0.788 -2.704 0.704
C -0.528 -2.587 1.416
O -1.131 -3.573 1.799
O -0.932 -1.361 1.532
C 3.172 -0.866 -1.048
C 3.738 0.139 -0.274
C 4.410 1.171 -0.907
C 4.502 1.195 -2.288
C 3.941 0.182 -3.047
C 3.279 -0.863 -2.432
H -0.226 -4.986 1.503
H 3.657 0.097 0.803
H 4.869 1.949 -0.317
H 5.001 2.013 -2.780
H 4.013 0.203 -4.122
H 2.805 -1.642 -3.006
O 0.794 0.911 -0.619
C 1.281 1.893 -1.390
C 1.179 1.812 -2.779
C 1.725 2.801 -3.570
C 2.380 3.882 -2.995
C 2.464 3.991 -1.621
C 1.916 3.008 -0.793
C 1.931 3.114 0.654
N 1.614 2.140 1.519
C 1.683 2.702 2.769
C 2.053 4.009 2.662
N 2.210 4.250 1.328
H 0.679 0.957 -3.213
H 1.647 2.733 -4.642
H 2.813 4.643 -3.625
H 2.977 4.839 -1.189
H 1.451 2.130 3.650
H 2.206 4.764 3.403
H 2.412 5.146 0.913
Cl -3.375 6.355 2.981
C -2.695 4.788 2.849
C -2.934 3.846 3.848
Cl -3.898 4.245 5.205
C -2.398 2.557 3.740
Cl -2.696 1.343 4.912
C -1.618 2.242 2.639
O -1.043 1.039 2.409
C -1.393 3.179 1.590
O -0.712 2.748 0.555
C -1.938 4.459 1.724
Cl -1.688 5.585 0.451
F 1.285 -2.814 3.570
C 0.752 -1.927 4.431
F -0.522 -2.277 4.622
F 1.392 -2.076 5.595
C 0.856 -0.454 3.884
O 0.636 0.461 4.640
O 1.189 -0.391 2.649
N -5.541 -4.952 -1.179
C -4.389 -4.333 -1.561
C -4.410 -3.330 -2.539
C -3.244 -2.701 -2.917
C -2.045 -3.075 -2.337
C -2.000 -4.084 -1.390
C -3.159 -4.723 -1.013
S -0.659 -2.000 -2.537
O 0.592 -2.682 -2.347
O -0.787 -1.187 -3.725
N -0.875 -1.026 -1.221
C -1.762 -0.059 -1.340
S -2.540 0.503 -2.774
C -3.389 1.681 -1.810
C -3.028 1.595 -0.519
N -2.087 0.627 -0.233
H -6.411 -4.527 -1.445
H -5.530 -5.506 -0.340
H -5.351 -3.029 -2.972
H -3.234 -1.920 -3.658
H -1.048 -4.350 -0.964
H -3.132 -5.502 -0.267
H -4.087 2.350 -2.267
H -3.416 2.193 0.288



51
Properties=species:S:1:pos:R:3 method="wB97M-V/def2-TZVPD" lumo_ev="4.2474 / 4.2473" max_force_ev_per_a=1.774 e_above_lowest_kj_mol=0.0 mol_weight_g_mol=614.50 gap_ha="0.2368 / 0.2143" total_energy_ha=-4029.52628 homo_energy_ev="-2.20 / -1.58" charge=-2 multiplicity=2
Mn -0.981 0.164 -0.120
O -2.283 -0.765 3.633
C -1.734 -0.475 2.571
O -2.257 -0.203 1.443
C -0.205 -0.339 2.573
C 0.593 -0.402 3.701
C 1.943 -0.099 3.561
C 2.449 0.270 2.326
C 1.582 0.300 1.243
N 0.308 -0.021 1.395
C 1.953 0.763 -0.169
O 3.135 1.075 -0.361
O 0.972 0.789 -0.962
H 0.131 -0.668 4.641
H 2.597 -0.129 4.427
H 3.479 0.549 2.157
N -0.900 2.669 -2.354
C -0.570 3.162 -1.148
N -0.906 2.639 -0.013
C -0.441 3.402 1.043
C -0.623 3.087 2.387
C -0.076 3.916 3.353
C 0.650 5.056 2.999
C 0.838 5.379 1.662
C 0.289 4.546 0.697
S 0.361 4.663 -1.038
H -1.353 1.748 -2.336
H -0.250 2.831 -3.104
H -1.189 2.202 2.653
H -0.208 3.666 4.399
H 1.074 5.688 3.769
H 1.406 6.257 1.379
O -4.252 0.596 -3.078
S -3.634 -0.100 -1.930
N -2.376 0.336 -1.371
O -0.394 -0.847 -3.253
C -0.311 -1.745 -2.441
N -0.410 -1.687 -1.080
S -0.191 -3.100 -0.351
O 1.051 -3.141 0.382
O -1.370 -3.560 0.335
C 0.018 -4.042 -1.837
C 0.220 -5.403 -1.997
C 0.355 -5.872 -3.297
C 0.289 -5.004 -4.384
C 0.082 -3.639 -4.191
C -0.053 -3.183 -2.899
H 0.268 -6.068 -1.145
H 0.512 -6.931 -3.468
H 0.396 -5.397 -5.388
H 0.019 -2.937 -5.014



12
Properties=species:S:1:pos:R:3 method="wB97M-V/def2-TZVPD" lumo_ev=0.2686 max_force_ev_per_a=3.119 e_above_lowest_kj_mol=97.6 smiles="O=C[C@H]1CSC(=O)O1" mol_weight_g_mol=132.14 gap_ha=0.3760 total_energy_ha=-778.70707 homo_energy_ev=-9.96 multiplicity=1
O 1.897 -1.127 -0.913
C 1.946 -0.091 -0.272
C 0.873 0.302 0.848
C 0.137 1.584 0.440
S -1.069 0.956 -0.722
C -1.038 -0.718 0.149
O -1.749 -1.645 0.009
O -0.049 -0.647 1.120
H 2.747 0.660 -0.331
H 1.474 0.431 1.796
H -0.282 2.169 1.331
H 0.872 2.343 0.027



70
Properties=species:S:1:pos:R:3 method="wB97M-V/def2-TZVPD" lumo_ev=0.4048 max_force_ev_per_a=0.407 mol_weight_g_mol=547.76 gap_ha=0.2841 total_energy_ha=-2855.90912 homo_energy_ev=-7.32 multiplicity=1
Be -1.028 0.631 1.637
C -2.021 1.043 -2.233
C -1.514 1.276 -0.842
N -1.567 0.362 0.060
N -2.023 -0.908 -0.275
C -1.727 -1.745 0.668
S -0.932 -1.386 2.169
S -2.204 -3.431 0.510
C -2.652 -3.546 -1.250
C -1.496 -3.959 -2.119
C -1.197 -5.306 -2.310
C -0.109 -5.688 -3.079
C 0.698 -4.725 -3.671
C 0.409 -3.381 -3.486
C -0.683 -3.001 -2.717
C -0.871 2.552 -0.483
C -0.988 3.650 -1.347
C -0.298 4.826 -1.146
C 0.579 4.908 -0.062
C 0.715 3.852 0.811
C -0.030 2.665 0.659
O 0.077 1.741 1.581
H -1.986 -0.017 -2.462
H -3.064 1.360 -2.309
H -1.437 1.596 -2.964
H -3.455 -4.281 -1.284
H -3.049 -2.574 -1.537
H -1.823 -6.061 -1.847
H 0.107 -6.739 -3.221
H 1.549 -5.022 -4.270
H 1.041 -2.618 -3.923
H -0.886 -1.953 -2.549
H -1.645 3.570 -2.204
H -0.414 5.654 -1.830
H 1.158 5.810 0.097
H 1.394 3.902 1.654
C -3.579 2.118 4.750
P -2.628 2.551 3.296
C -3.579 3.740 2.361
C -1.164 3.397 3.875
O -2.348 1.323 2.469
H -3.976 3.004 5.245
H -2.934 1.576 5.441
H -4.395 1.463 4.449
H -3.794 4.633 2.948
H -4.512 3.273 2.044
H -3.001 4.013 1.476
H -1.428 4.113 4.654
H -0.676 3.908 3.045
H -0.471 2.653 4.269
C 1.749 -3.112 0.029
N 2.858 -2.174 0.126
C 3.970 -2.653 0.929
C 2.781 -0.936 -0.395
S 1.384 -0.305 -1.032
N 3.982 -0.205 -0.337
C 3.841 1.242 -0.403
C 4.981 -0.691 -1.286
H 2.135 -4.092 -0.256
H 1.035 -2.771 -0.714
H 1.237 -3.189 0.992
H 3.570 -3.140 1.819
H 4.604 -1.824 1.226
H 4.565 -3.389 0.381
H 3.043 1.565 0.263
H 3.601 1.595 -1.412
H 4.785 1.684 -0.081
H 5.175 -1.752 -1.144
H 5.913 -0.149 -1.129
H 4.650 -0.531 -2.321



13
Properties=species:S:1:pos:R:3 method="wB97M-V/def2-TZVPD" lumo_ev=0.4129 max_force_ev_per_a=6.484 e_above_lowest_kj_mol=548.9 mol_weight_g_mol=124.10 gap_ha=0.3673 total_energy_ha=-452.72919 homo_energy_ev=-9.58 multiplicity=1
C 0.132 1.826 -1.357
C -0.331 0.821 0.847
C -0.359 -0.645 0.682
C -0.475 -2.098 0.891
C 0.485 -0.568 -0.431
H 0.766 1.553 -2.253
H 0.456 1.435 1.489
H -1.371 1.252 0.781
H -0.667 -2.899 1.737
N 0.308 0.818 -0.481
N 1.003 -1.766 -0.811
O -0.407 2.864 -1.128
O 0.461 -2.593 0.036



14
Properties=species:S:1:pos:R:3 method="wB97M-V/def2-TZVPD" lumo_ev=0.7552 max_force_ev_per_a=2.636 e_above_lowest_kj_mol=243.6 mol_weight_g_mol=101.11 gap_ha=0.3991 total_energy_ha=-357.95711 homo_energy_ev=-10.10 multiplicity=1
C 0.787 -0.141 -0.359
N -0.390 0.623 0.067
N 1.974 0.214 0.350
C -1.410 0.987 -0.483
C 0.489 -1.623 -0.167
N -0.267 -2.344 -0.855
O -2.311 1.316 -1.136
H -1.823 1.596 1.602
H 0.986 0.031 -1.428
H 1.858 0.087 1.349
H 2.260 1.167 0.160
H -0.742 -1.861 -1.620
H -2.441 2.051 1.876
H 1.031 -2.104 0.644